ORCA calculation (wB97M-V/def2-TZVPD) on C31H33N4O2RbS as an isolated structure.

```
72
C31H33N4O2RbS (wB97M-V/def2-TZVPD)
Rb -1.0753 0.4343 -0.8422
C -1.9505 -2.4329 -3.2372
N -1.6555 -3.0647 -1.9720
C -0.5380 -3.9987 -2.0366
C 0.7046 -3.4296 -1.3339
C 1.6091 -2.5562 -2.2168
N 2.4304 -1.7508 -1.3483
C 2.6928 -0.5175 -1.5622
C 2.4463 0.4808 -2.5804
C 3.3518 1.5519 -2.5487
C 3.3443 2.5724 -3.4654
C 2.3905 2.5504 -4.4841
C 1.4506 1.5622 -4.5187
C 1.3573 0.5370 -3.5242
O 0.3546 -0.2344 -3.5104
C -2.8633 -3.6017 -1.3836
C -2.6967 -4.0281 0.0784
C -3.7575 -3.3963 0.9900
N -3.4613 -2.0170 1.2120
C -3.0806 -1.6835 2.3825
C -2.7088 -0.3904 2.8460
C -2.3629 -0.2719 4.1992
C -1.9671 0.9157 4.7556
C -1.8736 2.0455 3.9298
C -2.2229 1.9824 2.6147
C -2.6701 0.7710 1.9786
O -3.0023 0.7527 0.7739
H -2.2932 -3.1616 -3.9978
H -1.0723 -1.9194 -3.6112
H -2.7368 -1.6943 -3.0796
H -0.2930 -4.2520 -3.0785
H -0.8158 -4.9339 -1.5344
H 1.2957 -4.2452 -0.9029
H 0.3506 -2.7965 -0.5167
H 1.0048 -1.9454 -2.8929
H 2.2787 -3.1902 -2.8215
H 3.3631 -0.1264 -0.7903
H 4.1074 1.5556 -1.7664
H 4.0498 3.3898 -3.3831
H 2.3885 3.3385 -5.2316
H 0.6831 1.5704 -5.2830
H -3.2512 -4.4575 -1.9798
H -3.6022 -2.7978 -1.4144
H -1.7248 -3.6936 0.4409
H -2.7405 -5.1174 0.1690
H -3.7845 -3.9665 1.9457
H -4.7467 -3.4727 0.5210
H -3.0437 -2.4670 3.1780
H -2.4052 -1.1662 4.8175
H -1.7202 0.9766 5.8097
H -1.5178 2.9806 4.3512
H -2.1576 2.8594 1.9848
C 1.2867 -0.5367 1.6957
C 1.5797 0.9245 1.8831
C 2.3685 1.3330 2.9715
C 2.6383 2.6648 3.1295
C 2.1490 3.6009 2.1986
C 2.4221 4.9711 2.3176
C 1.9062 5.8497 1.3900
C 1.1312 5.3887 0.3456
C 0.8337 4.0311 0.1578
S -0.0958 3.6061 -1.1896
C 1.3522 3.0931 1.1228
N 1.0975 1.7834 1.0092
H 1.6423 -1.1030 2.5566
H 1.7888 -0.9048 0.7998
H 0.2125 -0.6941 1.5781
H 2.7432 0.6007 3.6773
H 3.2258 3.0217 3.9693
H 3.0331 5.3190 3.1429
H 2.1039 6.9132 1.4825
H 0.7171 6.0842 -0.3711
```

Computed properties:
2S+1: 1
Energy above the lowest of the compared OMol25 structures with the same formula, charge and spin, kcal/mol: 5.2
Frontier orbital gap, eV: 4.9382
Maximum force, eV Å⁻¹: 1.2
E_HOMO, eV: -0.94
Net charge: -2
E_tot, eV: -54230.195